1.
Formula: C11H16NOS
Source: the OMol25 dataset
Level of theory: ωB97M-V/def2-TZVPD

Geometry as XYZ:
```
30
Properties=species:S:1:pos:R:3
S 0.64 0.37 -0.39
O 0.73 0.57 -1.99
N 0.42 1.94 0.06
C -3.42 -1.45 0.30
C -1.83 -0.43 -1.18
C -3.03 -1.10 -1.01
C 3.94 -1.40 0.09
C -2.54 -1.35 1.41
C -1.29 -0.73 1.22
C 1.71 -2.59 -0.56
C -0.60 2.71 -0.43
C 0.91 2.29 1.35
C -0.99 -0.32 -0.08
C 2.72 -2.05 -0.25
H -0.48 3.89 -0.60
H 1.40 3.28 1.37
H -0.82 2.48 -1.55
H 1.15 -0.24 -2.39
H 0.90 -3.19 -0.73
H -0.55 -0.42 2.10
H -3.81 -1.12 -1.74
H -1.37 -0.26 -2.25
H -1.60 2.61 -0.06
H -2.75 -1.64 2.33
H 4.22 -0.52 -0.61
H 1.71 1.60 1.77
H 4.10 -0.92 1.10
H 0.09 2.22 2.24
H 4.75 -2.18 0.11
H -4.30 -2.06 0.38
```

Its maximum force is 6.94 eV/A. The energy above the lowest of the compared OMol25 structures with the same formula, charge and spin is 102.0 kcal/mol. Its spin multiplicity is 1. The value obtained for the LUMO energy is -0.126 Eh. Its net charge is +1.

=====

2.
Formula: C26H45ClGdNPS
Source: the OMol25 dataset
Level of theory: ωB97M-V/def2-TZVPD

Geometry as XYZ:
```
76
Properties=species:S:1:pos:R:3
Gd 3.02 1.85 0.94
Cl 2.21 3.64 -0.55
S -0.49 -0.07 3.85
P -0.22 0.27 -2.41
N 1.42 0.93 2.08
C -0.82 0.11 -5.22
C 0.58 0.48 2.83
C 3.79 0.37 -1.05
C 4.53 -0.04 -2.34
C -2.49 1.94 -2.63
C 3.84 0.59 -3.55
C 2.31 -0.08 -1.08
C -0.13 -2.03 -4.10
C -0.42 -3.16 1.79
C -3.10 3.33 -2.38
C 2.35 0.23 -3.62
C -0.91 -2.86 -5.13
C -1.57 -0.68 -6.30
C -0.28 3.00 -3.28
C 0.26 -2.74 -0.63
C -2.19 -2.42 0.13
C 0.70 -2.94 0.73
C -1.07 -2.12 -6.47
C -0.88 4.40 -3.03
C -1.18 -1.95 -0.93
C -2.40 4.44 -3.17
C 1.61 0.54 -2.31
C -0.82 -0.67 -3.89
C -0.97 -0.53 -0.92
C -1.65 -2.28 1.55
C -0.97 1.96 -2.38
H -0.59 4.71 -2.02
H 5.57 0.29 -2.29
H 4.33 0.26 -4.48
H -2.42 -3.48 -0.07
H -1.92 0.01 -0.75
H -1.76 -2.67 -7.11
H 0.22 0.29 -5.54
H -3.04 3.55 -1.31
H 1.74 0.19 -0.14
H 2.27 -0.85 -3.84
H -1.38 -1.24 1.75
H 3.94 1.68 -3.51
H 1.39 -3.80 0.76
H -2.43 -2.54 2.27
H 1.30 -2.06 1.06
H -3.12 -1.86 0.03
H -4.17 3.30 -2.64
H -0.03 -2.96 2.80
H -1.53 -2.31 -1.90
H 0.96 -2.85 -1.46
H -0.32 -0.23 -0.07
H 3.83 1.50 -1.08
H 1.69 1.64 -2.17
H -0.72 -4.22 1.76
H -0.05 -2.59 -3.16
H 1.89 0.76 -4.47
H -2.99 1.21 -1.97
H -0.10 -2.10 -6.98
H -2.77 5.41 -2.82
H -1.88 -0.86 -3.62
H 4.54 -1.14 -2.42
H -0.40 -3.81 -5.29
H 2.24 -1.17 -1.13
H -1.50 -0.14 -7.25
H -2.70 1.62 -3.66
H -0.79 2.26 -1.33
H 4.30 -0.03 -0.17
H 0.79 3.05 -3.07
H -1.29 1.10 -5.10
H 0.89 -1.87 -4.48
H -1.91 -3.08 -4.72
H -2.67 4.36 -4.23
H -2.64 -0.70 -6.03
H -0.42 5.11 -3.73
H -0.40 2.73 -4.34
```

Its expectation value of S² is 16.364. Its maximum force is 5.34 eV/A. The energy above the lowest of the compared OMol25 structures with the same formula, charge and spin is 55.2 kcal/mol. Its spin multiplicity is 8. The value obtained for the LUMO energy (alpha / beta) is 0.076 / 0.076 Eh. Its net charge is -1.

=====

3.
Formula: CH2Br3PS
Source: the OMol25 dataset
Level of theory: ωB97M-V/def2-TZVPD

Geometry as XYZ:
```
8
Properties=species:S:1:pos:R:3
Br -0.83 1.68 -2.66
Br 1.84 1.40 0.46
Br -1.29 1.28 1.63
S 0.78 -1.45 2.24
P 0.33 -0.10 0.93
C -0.18 -0.85 -0.54
H -1.25 -1.22 -0.65
H 0.60 -0.73 -1.42
```

Its maximum force is 3.91 eV/A. The energy above the lowest of the compared OMol25 structures with the same formula, charge and spin is 80.5 kcal/mol. Its spin multiplicity is 1. The value obtained for the LUMO energy (alpha / beta) is -0.154 / -0.154 Eh. Its net charge is 0.

=====

4.
Formula: C3H9NO2
Source: the OMol25 dataset
Level of theory: ωB97M-V/def2-TZVPD

Geometry as XYZ:
```
15
Properties=species:S:1:pos:R:3
O 1.32 -0.93 2.01
O -0.70 1.26 -1.98
N -0.43 0.96 0.96
C 0.34 0.14 0.03
C 0.67 -1.24 0.71
C -0.58 -0.01 -1.17
H -0.63 0.96 -2.87
H -0.02 1.77 1.30
H -1.24 1.31 0.65
H 0.82 -0.14 2.37
H 1.38 0.57 -0.10
H -0.21 -0.83 -1.88
H 1.29 -1.90 0.04
H -1.72 -0.11 -1.01
H -0.28 -1.82 0.93
```

Its maximum force is 4.41 eV/A. The energy above the lowest of the compared OMol25 structures with the same formula, charge and spin is 59.9 kcal/mol. Its spin multiplicity is 1. The value obtained for the LUMO energy is 0.031 Eh. Its net charge is 0. As for the SMILES: NC(CO)CO.

=====

5.
Formula: C10H22F6MnN2O9S2
Source: the OMol25 dataset
Level of theory: ωB97M-V/def2-TZVPD

Geometry as XYZ:
```
52
Properties=species:S:1:pos:R:3
Mn 0.41 0.28 0.84
S 2.04 1.21 -1.56
S 3.13 2.50 0.87
F 2.43 4.85 1.92
F 1.40 4.16 0.00
F 3.51 -0.11 -3.22
F 3.96 -0.59 -1.17
F 4.57 1.30 -1.90
F 1.00 3.18 2.03
O -3.17 -2.21 -0.64
O -1.09 1.98 -0.10
O 4.08 3.00 -0.07
O 2.01 -1.57 0.96
O -1.73 1.11 -2.85
O 3.41 1.86 2.05
O 0.98 0.23 -1.75
O -0.06 0.55 2.69
O 2.07 2.40 -2.38
N -0.73 -1.55 0.18
N 2.10 1.41 0.07
C 0.18 -2.66 -0.07
C 1.91 3.81 1.18
C -2.66 1.25 -1.84
C 3.16 -1.39 1.79
C -2.27 2.31 -0.89
C -4.53 -2.28 -1.16
C 3.63 0.37 -1.96
C -1.84 -1.85 1.15
C -3.16 -1.54 0.56
C 1.18 -2.73 1.10
H 1.90 -3.54 1.05
H 3.67 -0.48 1.45
H -1.65 -1.25 2.03
H -1.12 -1.35 -0.75
H -1.83 -2.93 1.43
H -4.52 -2.97 -2.01
H 0.70 1.09 3.07
H 3.80 -2.26 1.71
H -2.02 3.19 -1.44
H 0.75 -2.51 -1.00
H 2.76 -1.34 2.87
H -0.88 2.66 0.54
H -0.41 -3.60 -0.19
H -3.66 1.54 -2.27
H -3.12 2.43 -0.23
H -3.34 -0.48 0.37
H -4.77 -1.24 -1.50
H -2.80 0.26 -1.31
H -0.88 0.73 -2.55
H -5.20 -2.59 -0.37
H 0.63 -2.65 2.09
H -3.98 -1.93 1.17
```

Its expectation value of S² is 8.754. Its maximum force is 6.61 eV/A. Its spin multiplicity is 6. The value obtained for the LUMO energy (alpha / beta) is 0.019 / 0.019 Eh. Its net charge is 0.

=====

6.
Formula: C15H37O22P3V
Source: the OMol25 dataset
Level of theory: ωB97M-V/def2-TZVPD

Geometry as XYZ:
```
78
Properties=species:S:1:pos:R:3
V -0.77 0.37 1.63
P 1.57 -1.08 4.09
P -4.38 -1.75 -2.89
P 1.86 -0.94 -4.72
O 0.85 -1.39 -3.48
O -1.27 -1.14 1.55
O 4.42 2.89 -0.26
O 0.30 0.79 0.54
O -3.35 2.01 -1.87
O -1.94 0.90 3.69
O 3.18 -1.07 4.06
O -4.96 -2.15 -1.46
O 2.80 0.19 -3.94
O -3.80 -0.40 -3.10
O -1.47 2.86 4.86
O 0.86 -0.03 -5.67
O -5.69 -1.98 -3.80
O 1.25 -2.67 3.80
O -2.30 0.83 -0.25
O 0.75 -0.25 3.16
O 2.55 3.01 1.14
O 2.41 -2.16 -5.36
O -2.63 2.94 -0.02
O -0.94 2.43 2.70
O -3.42 -3.02 -3.15
O 1.18 -0.93 5.65
C -2.78 1.91 -0.65
C 3.98 -0.09 4.81
C 3.32 2.96 2.29
C -3.92 -2.14 -0.44
C 1.44 0.62 -6.76
C 0.27 -0.35 -2.62
C 3.76 -0.36 -3.00
C 2.35 3.26 3.46
C -0.12 -0.82 6.10
C -1.47 2.06 3.77
C 2.19 2.97 -1.24
C -2.73 -3.03 -4.34
C -6.79 -1.08 -3.60
C 3.18 3.03 -0.08
C 1.72 -3.74 4.65
H -3.10 -2.30 -5.06
H 2.91 3.30 4.40
H -3.23 1.12 -2.22
H 0.85 -4.06 5.23
H 1.72 2.41 3.73
H -2.90 -2.28 -0.82
H -1.70 -2.68 -4.26
H 4.09 -1.30 -3.42
H 4.40 0.67 4.15
H -0.35 0.25 6.14
H 1.20 2.61 -0.96
H -2.77 -3.94 -4.93
H 4.20 3.60 2.24
H 2.09 3.87 -1.85
H 2.11 -4.57 4.07
H -7.26 -0.73 -4.52
H 0.80 0.55 -2.29
H -6.56 -0.26 -2.91
H -4.07 -3.07 0.10
H 2.50 0.47 -6.94
H -7.72 -1.49 -3.21
H -0.14 -0.64 -1.65
H 4.58 0.35 -2.93
H 2.56 -3.46 5.29
H -2.04 2.30 5.39
H 3.38 0.49 5.51
H 4.65 -0.53 5.54
H -0.27 -1.34 7.04
H -0.55 0.06 -3.22
H 3.84 2.02 2.45
H -0.78 -1.22 5.33
H 1.03 0.13 -7.64
H 2.64 2.10 -1.71
H 1.09 1.66 -6.82
H 1.83 4.21 3.32
H -3.88 -1.24 0.17
H 3.40 -0.56 -1.99
```

Its expectation value of S² is 0.755. Its maximum force is 5.58 eV/A. Its spin multiplicity is 2. The value obtained for the LUMO energy (alpha / beta) is 0.145 / 0.145 Eh. Its net charge is -2.

=====

7.
Formula: C29H42CdN8OS2Se
Source: the OMol25 dataset
Level of theory: ωB97M-V/def2-TZVPD

Geometry as XYZ:
```
84
Properties=species:S:1:pos:R:3
Cd 0.24 -0.38 3.42
Se -0.40 0.41 0.44
S -1.28 -1.47 5.23
S -2.86 1.17 2.37
O 2.29 -0.66 2.73
N -3.13 -3.15 4.32
N 0.48 0.30 -3.21
N 0.83 3.35 3.31
N -0.95 3.67 4.79
N -0.08 -2.52 2.70
N 0.23 1.61 4.70
N -1.31 -3.08 2.97
N -0.99 -1.25 -3.08
C -1.84 -2.28 -2.50
C 0.04 2.81 4.29
C -0.17 0.30 -4.43
C 2.67 -3.65 0.64
C 2.03 -2.75 1.50
C -4.88 -1.27 -3.07
C -1.37 0.78 1.92
C 0.32 4.34 2.39
C -0.46 4.86 5.46
C -1.13 -0.71 -4.35
C -1.78 -0.25 -6.59
C 3.11 -1.69 -3.12
C 4.64 -2.32 0.58
C 1.92 2.54 2.78
C -1.94 -1.01 -5.44
C 2.73 -1.57 1.93
C -2.88 -1.72 -1.54
C -3.82 -0.68 -2.14
C -1.88 -2.62 4.04
C -0.01 -0.64 -2.36
C 2.92 0.87 -3.40
C 3.63 -0.31 -2.73
C 0.70 -3.16 1.92
C -2.04 3.02 5.50
C 0.00 1.06 -5.58
C 3.96 -3.47 0.18
C 4.05 -1.41 1.41
C -0.83 0.77 -6.66
C 1.54 1.22 -2.83
H 0.35 -4.13 1.55
H 1.57 1.84 2.02
H -3.58 -3.55 3.52
H -4.32 -0.14 -1.32
H 2.12 -4.53 0.34
H 5.66 -2.15 0.23
H 1.00 5.19 2.32
H -2.36 2.13 4.96
H 4.58 -0.52 1.73
H -5.49 -2.00 -2.53
H 3.57 -0.20 -1.64
H -2.88 3.72 5.53
H -3.24 0.08 -2.68
H -3.46 -2.56 -1.14
H 2.40 1.97 3.57
H -3.70 -2.56 4.90
H 2.83 0.68 -4.48
H 4.69 -0.25 -3.00
H -0.35 1.37 5.49
H -0.09 4.63 6.47
H -4.43 -1.78 -3.92
H -2.34 -1.27 -0.70
H -1.26 5.59 5.54
H -2.39 -0.46 -7.45
H 1.57 1.23 -1.74
H -0.73 1.35 -7.57
H 2.10 -1.86 -2.74
H 3.75 -2.47 -2.71
H -2.30 -2.84 -3.32
H 0.36 5.30 4.90
H -0.66 4.68 2.71
H -2.67 -1.80 -5.39
H 4.42 -4.20 -0.48
H 0.74 1.85 -5.64
H 2.65 3.22 2.33
H 0.22 3.90 1.39
H -5.55 -0.50 -3.46
H -1.78 2.76 6.53
H 3.54 1.76 -3.28
H -1.19 -2.96 -1.96
H 1.25 2.22 -3.17
H 3.09 -1.80 -4.21
```

Its expectation value of S² is 0.756. Its maximum force is 0.53 eV/A. The energy above the lowest of the compared OMol25 structures with the same formula, charge and spin is 6.9 kcal/mol. Its spin multiplicity is 2. The value obtained for the LUMO energy (alpha / beta) is 0.093 / 0.090 Eh. Its net charge is -1.

=====

8.
Formula: C4H6O2
Source: the OMol25 dataset
Level of theory: ωB97M-V/def2-TZVPD

Geometry as XYZ:
```
12
Properties=species:S:1:pos:R:3
O 2.09 0.02 -0.60
O 0.05 1.52 -0.77
C -1.07 0.12 0.81
C -0.86 -0.74 -0.42
C 0.09 0.33 -0.04
C 1.58 -0.27 0.46
H -1.52 -0.57 -1.27
H 2.41 -0.61 1.21
H -0.84 -0.31 1.78
H 0.45 1.42 -1.65
H -0.55 -1.77 -0.29
H -1.83 0.89 0.78
```

Its maximum force is 3.97 eV/A. The energy above the lowest of the compared OMol25 structures with the same formula, charge and spin is 88.2 kcal/mol. Its spin multiplicity is 1. The value obtained for the LUMO energy is 0.032 Eh. Its net charge is 0. As for the SMILES: O=CC1(O)CC1.

=====

9.
Formula: C4H4O4
Source: the OMol25 dataset
Level of theory: ωB97M-V/def2-TZVPD

Geometry as XYZ:
```
12
Properties=species:S:1:pos:R:3
O 2.46 -1.59 -0.30
O 1.86 -0.66 1.65
O -1.46 1.98 -0.14
O -2.87 0.40 -0.90
C 1.76 -0.81 0.40
C -1.78 0.80 -0.41
C 0.73 0.09 -0.28
C -0.75 -0.28 0.02
H -0.90 -1.25 -0.45
H -0.84 -0.44 1.10
H 0.82 1.13 0.04
H 0.91 0.06 -1.36
```

Its maximum force is 1.33 eV/A. The energy above the lowest of the compared OMol25 structures with the same formula, charge and spin is 0.9 kcal/mol. Its spin multiplicity is 1. The value obtained for the LUMO energy is 0.257 Eh. Its net charge is -2. As for the SMILES: O=C([O-])CCC(=O)[O-].

=====

10.
Formula: C2H2ClNO2
Source: the OMol25 dataset
Level of theory: ωB97M-V/def2-TZVPD

Geometry as XYZ:
```
8
Properties=species:S:1:pos:R:3
Cl 2.11 0.36 -0.49
O 1.00 0.50 1.85
O -2.18 -0.79 0.44
N -1.76 -0.17 -0.50
C -1.16 0.62 -1.05
C 1.34 -0.16 0.98
H -0.82 0.86 -2.02
H 1.47 -1.23 0.80
```

Its maximum force is 4.78 eV/A. The energy above the lowest of the compared OMol25 structures with the same formula, charge and spin is 85.6 kcal/mol. Its spin multiplicity is 1. The value obtained for the LUMO energy is 0.019 Eh. Its net charge is 0. As for the SMILES: C#[N+][O-].O=CCl.